{"formula": "C14H21N9O3PtS", "method": "the ωB97M-V functional and the def2-TZVPD basis", "total_energy_ev": -48475.2698, "fmax_ev_per_a": 2.03, "relative_energy_kcal_mol": 0.0, "homo_energy_ev": [-13.604, -13.604], "gap_ha": [0.1960, 0.1960], "total_charge": 2, "elements": ["Pt", "N", "C", "S", "N", "N", "C", "C", "C", "C", "C", "C", "C", "O", "H", "H", "H", "H", "H", "H", "H", "N", "N", "C", "N", "N", "N", "O", "O", "H", "H", "H", "H", "H", "C", "C", "C", "C", "C", "N", "H", "H", "H", "H", "H", "H", "H", "H", "H"], "positions_angstrom": [[-0.53400, 0.90616, 0.69864], [2.00441, 0.74922, 4.19625], [1.41772, 0.79840, 2.99155], [-0.31317, 1.06202, 2.98851], [2.15579, 0.68633, 1.93814], [1.53133, 0.73097, 0.72840], [2.29181, 0.83205, -0.33230], [1.90489, 0.85227, -1.68609], [2.95240, 0.89646, -2.64949], [2.69446, 0.86390, -3.97915], [1.36623, 0.78612, -4.42978], [0.32567, 0.76948, -3.53661], [0.55895, 0.83212, -2.14439], [-0.49083, 0.89019, -1.35690], [1.47496, 0.84690, 5.04430], [3.00740, 0.67984, 4.25625], [3.35376, 0.89080, -0.12347], [3.97785, 0.94984, -2.30457], [3.50565, 0.89098, -4.69164], [1.16609, 0.74397, -5.49221], [-0.70600, 0.72498, -3.85794], [-2.85322, 1.18729, 0.48026], [-3.19124, 2.53599, 0.48866], [-2.23665, 3.48677, 0.52295], [-2.62413, 4.74197, 0.51128], [-0.97608, 3.02924, 0.57674], [0.11415, 3.91709, 0.58688], [1.18200, 3.39145, 0.71049], [-0.07471, 5.10297, 0.44833], [-3.08436, 0.76217, -0.41858], [-3.33949, 0.69643, 1.22788], [-4.16653, 2.79671, 0.46866], [-3.59880, 4.99521, 0.46542], [-1.91518, 5.46534, 0.49605], [0.57533, -4.16690, -0.57952], [-0.46806, -3.77842, 0.47887], [-1.85524, -4.32916, 0.10904], [-0.04181, -4.26255, 1.87550], [-0.55946, -2.31323, 0.53033], [-0.63602, -1.17326, 0.57770], [0.63802, -5.25363, -0.61279], [1.56081, -3.77431, -0.33072], [0.29024, -3.81040, -1.56894], [-1.79709, -5.41623, 0.08837], [-2.16870, -3.98436, -0.87601], [-2.60723, -4.04072, 0.84317], [0.00373, -5.35042, 1.86209], [-0.75851, -3.95798, 2.63772], [0.94288, -3.88004, 2.14265]], "atomic_forces_ev_per_a": [[-0.1, 0.1, -2.0], [-0.1, 0.0, 0.2], [0.7, 0.1, -0.1], [-0.6, -0.2, 0.1], [-0.4, -0.1, 0.2], [-0.6, 0.3, -0.1], [-0.9, 0.0, 0.3], [-0.3, 0.2, -0.6], [0.0, -0.1, 0.5], [0.0, 0.0, -0.6], [0.1, 0.0, 0.2], [-0.2, 0.0, 0.5], [0.7, 0.0, -0.2], [-1.2, 0.0, 0.5], [0.0, 0.0, 0.0], [0.0, 0.0, 0.0], [0.0, -0.1, 0.2], [0.0, 0.0, 0.1], [0.0, 0.0, 0.0], [0.0, 0.0, 0.0], [0.0, 0.0, -0.1], [1.1, -0.7, 0.1], [-0.2, 0.2, 0.1], [0.0, -0.2, 0.0], [0.2, 0.1, 0.0], [1.0, -1.1, 0.3], [0.5, 0.3, -0.1], [0.0, -0.2, 0.1], [-0.4, 0.1, 0.0], [0.1, 0.0, 0.0], [0.0, 0.0, 0.0], [0.0, -0.1, 0.0], [0.0, 0.0, 0.0], [0.0, 0.0, 0.0], [0.0, 0.1, -0.1], [-0.1, -0.2, 0.0], [-0.1, 0.1, 0.0], [0.0, 0.1, 0.1], [0.1, -0.2, -0.1], [0.6, 1.5, 0.5], [0.0, 0.0, 0.0], [0.0, 0.0, 0.0], [0.0, 0.0, 0.0], [0.0, 0.0, 0.0], [0.0, 0.0, 0.0], [0.0, 0.0, 0.0], [0.0, 0.0, 0.0], [0.0, 0.0, 0.0], [0.0, 0.0, 0.0]], "mulliken_charge": [1.9372, -0.3871, 0.7017, -0.4866, -1.0448, 0.3701, -0.2361, 0.7685, -1.0791, -0.7540, -0.4869, -0.5933, 0.5948, -0.8932, 0.1950, 0.2458, 0.5065, 0.4058, 0.4335, 0.4215, 0.4745, -0.5696, -0.2332, 0.8299, -0.3093, -0.2230, 1.0660, -0.5248, -0.7333, 0.3523, 0.3524, 0.1755, 0.1799, 0.2197, -1.5569, 1.9410, -1.5571, -1.5608, -0.1165, -0.4494, 0.4142, 0.3880, 0.4012, 0.3981, 0.3999, 0.4068, 0.4097, 0.4078, 0.3976]}


{"formula": "C14H21NO4S", "method": "the ωB97M-V functional and the def2-TZVPD basis", "total_energy_ev": -35373.1579, "fmax_ev_per_a": 1.05, "relative_energy_kcal_mol": 36.1, "homo_energy_ev": -8.720, "gap_ha": 0.3433, "smiles": "COc1ccc(S(=O)(=O)N2CCOCC2)cc1C(C)C", "elements": ["C", "O", "C", "C", "C", "C", "S", "O", "O", "N", "C", "C", "O", "C", "C", "C", "C", "C", "C", "C", "H", "H", "H", "H", "H", "H", "H", "H", "H", "H", "H", "H", "H", "H", "H", "H", "H", "H", "H", "H", "H"], "positions_angstrom": [[-0.43656, 0.88440, -4.87182], [-0.68558, 1.46261, -3.61202], [-0.64422, 0.67805, -2.50363], [-0.35336, -0.68543, -2.53399], [-0.32640, -1.42136, -1.36294], [-0.59462, -0.79401, -0.16563], [-0.52375, -1.74208, 1.34097], [-1.17004, -3.00811, 1.15527], [-0.96249, -0.91130, 2.43134], [1.13405, -2.04156, 1.40087], [1.52956, -3.29266, 2.01927], [1.56533, -3.15620, 3.54291], [2.41076, -2.09498, 3.93288], [1.96021, -0.86732, 3.40063], [1.91758, -0.91573, 1.86930], [-0.88807, 0.55506, -0.12129], [-0.91672, 1.31477, -1.27797], [-1.24037, 2.78863, -1.22894], [-2.67221, 3.00122, -0.73324], [-0.24199, 3.53412, -0.34116], [0.57405, 0.46904, -4.93180], [-0.53328, 1.69822, -5.58890], [-1.16781, 0.10584, -5.10891], [-0.14745, -1.18244, -3.46814], [-0.10915, -2.47671, -1.36792], [0.80199, -4.04453, 1.71607], [2.52223, -3.55623, 1.63979], [1.97147, -4.05570, 4.00853], [0.54305, -2.97723, 3.90836], [2.66574, -0.10945, 3.74571], [0.95328, -0.63991, 3.77607], [1.46655, -0.00649, 1.47065], [2.93125, -1.02517, 1.46912], [-1.10388, 0.99366, 0.84002], [-1.16259, 3.18398, -2.24468], [-2.79017, 2.62421, 0.27927], [-3.37702, 2.48130, -1.37762], [-2.91557, 4.06117, -0.73834], [-0.44494, 4.60214, -0.36961], [0.77489, 3.36670, -0.68888], [-0.31375, 3.19949, 0.69041]], "atomic_forces_ev_per_a": [[0.0, -0.1, -0.2], [0.0, 0.0, 0.3], [0.0, 0.0, 0.3], [0.0, 0.0, -0.2], [0.0, 0.0, -0.1], [0.0, -0.3, 0.6], [0.4, 0.1, -0.4], [0.1, -0.1, -0.2], [0.1, 0.2, -0.2], [-1.0, 0.0, -0.2], [-0.1, -0.4, 0.5], [0.0, -0.2, -0.2], [0.2, -0.1, 0.0], [-0.1, 0.3, -0.2], [0.2, 0.4, 0.4], [0.0, 0.0, 0.0], [0.0, 0.0, -0.4], [0.0, 0.1, 0.1], [0.2, 0.0, -0.2], [-0.1, 0.0, -0.3], [0.0, 0.0, 0.0], [0.0, -0.1, 0.0], [0.0, 0.0, 0.0], [0.0, 0.0, -0.1], [0.1, -0.2, -0.1], [0.2, -0.2, 0.1], [-0.1, 0.0, 0.0], [-0.1, 0.0, 0.0], [0.1, -0.1, 0.0], [-0.1, 0.0, -0.1], [0.2, 0.0, 0.0], [0.2, 0.1, 0.0], [-0.1, 0.1, 0.0], [0.0, 0.2, 0.1], [0.0, 0.0, 0.1], [0.0, 0.0, 0.1], [-0.1, 0.0, 0.0], [-0.1, 0.1, 0.0], [0.0, 0.1, 0.1], [0.1, 0.0, 0.0], [0.0, 0.0, 0.2]], "mulliken_charge": [-0.9772, -0.4405, 0.8954, -0.7507, -0.9579, -1.0524, 1.4418, -0.7817, -0.6816, 0.0083, -0.7596, -0.4276, -0.4184, -0.5087, -0.5716, 0.3366, 0.3973, 0.3150, -1.4785, -1.5258, 0.3704, 0.2565, 0.3725, 0.4238, 0.4563, 0.4324, 0.3440, 0.3769, 0.3088, 0.3820, 0.3296, 0.2673, 0.3676, 0.5871, 0.4313, 0.3023, 0.3771, 0.4378, 0.4538, 0.3665, 0.2938]}


{"formula": "C14H21NO7P", "method": "the ωB97M-V functional and the def2-TZVPD basis", "total_energy_ev": -39956.6820, "fmax_ev_per_a": 9.50, "homo_energy_ev": -2.441, "gap_ha": 0.1709, "total_charge": -1, "elements": ["O", "C", "O", "C", "C", "C", "C", "C", "N", "C", "C", "C", "C", "C", "C", "C", "O", "P", "O", "O", "O", "H", "H", "H", "H", "H", "H", "H", "H", "H", "H", "H", "H", "H", "H", "H", "H", "H", "H", "C", "O", "H", "H", "H"], "positions_angstrom": [[-0.66078, -1.91713, 3.59800], [0.08266, -2.04979, 2.48587], [0.90397, -3.23418, 2.17868], [2.04183, -2.64887, 1.41207], [1.35270, -1.47275, 0.45030], [2.58679, -0.45373, 0.09680], [2.39592, 1.08482, 0.62900], [1.27408, 1.95935, -0.23158], [-0.09652, 1.92428, 0.40722], [-1.20882, 1.68666, -0.58770], [-2.40785, 0.69421, -0.07974], [-3.45108, 0.09216, -1.24057], [-4.69622, -0.94798, -0.88923], [-4.97163, -1.41238, 0.69343], [-3.94354, -0.80235, 1.82093], [-2.71766, 0.22763, 1.46017], [-1.89834, 0.72398, 2.57584], [0.87236, -2.44272, -1.12704], [0.67609, -1.40461, -2.51395], [-0.60877, -3.34013, -0.92175], [0.28660, -1.06210, 1.37666], [2.71494, -3.45906, 0.88081], [2.63212, -2.09397, 2.25775], [2.84108, -0.48678, -1.04933], [3.54779, -0.88126, 0.66166], [2.22556, 1.17899, 1.79469], [3.43396, 1.63733, 0.42077], [1.31800, 1.58559, -1.33952], [1.62310, 3.10106, -0.22545], [-0.29132, 2.77674, 0.99338], [-0.81695, 1.23587, -1.62114], [-1.69779, 2.73514, -0.88240], [-3.30103, 0.42088, -2.36410], [-5.43268, -1.40264, -1.68950], [-5.86366, -2.15043, 0.96084], [-4.11087, -1.13630, 2.95087], [-2.46190, 1.01272, 3.35828], [-0.02659, -1.83558, -3.11421], [-1.32723, -2.63572, -0.85943], [3.80692, 3.06102, -2.53498], [2.79365, 3.83340, -2.17292], [4.40623, 3.38673, -3.40221], [4.60249, 2.88867, -1.79022], [3.57240, 2.02323, -2.82706]], "atomic_forces_ev_per_a": [[5.0, -0.8, -8.0], [-1.6, 0.1, 3.0], [-1.0, 3.6, 0.0], [0.1, 0.6, 0.4], [1.1, -1.4, 1.6], [0.5, 0.4, 1.0], [0.6, 1.0, -0.8], [1.4, 1.2, 0.8], [-0.7, -0.4, -1.5], [-0.8, 0.6, -0.4], [-3.3, -2.6, 0.7], [-0.8, -1.5, 3.5], [2.1, 1.2, 3.4], [3.8, 3.1, -1.4], [-0.2, 0.4, -3.2], [-1.9, -0.9, -1.6], [-2.4, -0.4, -1.6], [0.5, -1.9, -1.5], [-2.2, -1.5, 1.0], [0.5, 3.8, -0.1], [-0.2, -1.9, 2.6], [-1.8, 1.6, 1.1], [-0.6, -0.8, -1.9], [-0.7, 0.2, 2.2], [-2.0, 0.8, -1.3], [0.1, -0.5, -2.4], [-2.2, -1.3, 0.3], [-0.3, 0.8, 2.1], [-0.3, -2.7, -0.5], [0.4, -1.4, -1.2], [-0.6, 0.9, 2.5], [0.7, -2.3, 0.5], [-0.3, -0.7, 2.6], [1.9, 1.2, 1.6], [2.3, 1.8, -0.6], [0.6, 0.9, -2.7], [0.6, -0.9, -1.7], [1.6, 0.9, 1.4], [0.6, -1.3, 0.2], [0.4, -0.1, -0.1], [-0.6, 0.4, 0.3], [0.2, 0.4, -0.6], [0.5, 0.0, 0.8], [-0.5, -0.9, -0.2]], "mulliken_charge": [-0.5692, 0.4164, -0.3280, -0.8071, 1.0827, -0.9101, -0.6258, -0.5663, 0.0031, -0.6796, 0.5904, -0.5524, -0.4288, -0.4108, -0.3131, 0.3485, -0.4591, -0.0876, -0.4490, -0.4864, -0.0346, 0.3586, 0.4354, 0.4460, 0.2171, 0.2214, 0.3493, 0.2154, 0.1707, 0.2849, 0.2496, 0.3386, 0.2567, 0.2651, 0.2634, 0.2204, 0.2978, 0.2958, 0.3191, -0.6460, -0.8272, 0.3413, 0.1354, 0.0583]}